[1]
A molecular structure, C34H25GaN6O11S4 at a distorted geometry. Source: OMol25; level of theory: ωB97M-V/def2-TZVPD.

As for the total charge: -2. For the total energy, the calculation gives -162845.37174 eV. Its LUMO energy is 2.6 eV.

The geometry in XYZ format:
```
81
Properties=species:S:1:pos:R:3:lowdin_charge:R:1
Ga -0.309 0.577 0.812 0.23
C 3.307 -0.851 -1.247 -0.01
C 2.050 -0.777 -0.427 -0.22
N 1.460 0.353 -0.225 0.00
N 2.054 1.518 -0.640 -0.03
C 1.664 2.566 0.006 -1.05
S 0.560 2.680 1.329 0.73
S 2.542 4.057 -0.454 0.84
C 4.204 3.680 0.300 -0.41
C 4.157 3.577 1.792 -0.32
C 4.030 4.734 2.554 -0.07
C 3.869 4.658 3.928 -0.09
C 3.827 3.419 4.552 -0.09
C 3.955 2.263 3.801 -0.07
C 4.119 2.340 2.427 -0.05
C 1.545 -1.961 0.252 -0.12
C 1.777 -3.234 -0.283 -0.06
C 1.380 -4.377 0.374 -0.12
C 0.782 -4.266 1.632 -0.10
C 0.535 -3.029 2.182 0.00
C 0.854 -1.837 1.496 -0.34
O 0.525 -0.694 2.033 -0.07
H 3.905 0.043 -1.085 0.07
H 3.037 -0.884 -2.306 0.09
H 3.884 -1.736 -0.996 0.08
H 4.827 4.511 -0.032 0.07
H 4.526 2.753 -0.171 0.06
H 4.021 5.693 2.048 0.11
H 3.742 5.564 4.507 0.10
H 3.655 3.345 5.616 0.10
H 3.877 1.301 4.288 0.11
H 4.186 1.429 1.841 0.11
H 2.231 -3.315 -1.262 0.11
H 1.522 -5.349 -0.080 0.09
H 0.498 -5.159 2.177 0.09
H 0.028 -2.923 3.134 0.11
O -3.372 0.901 -1.035 0.08
C -2.252 1.212 -1.418 -0.58
O -1.213 1.484 -0.730 -0.05
C -2.023 1.255 -2.920 -0.07
C -2.902 1.958 -3.728 0.09
C -2.779 1.880 -5.112 -0.13
C -1.835 1.055 -5.702 0.08
C -0.965 0.372 -4.874 -0.12
C -1.018 0.487 -3.492 0.10
N 0.036 -0.488 -5.490 -0.35
O -0.211 -0.935 -6.600 0.06
O 1.060 -0.701 -4.878 0.09
N -3.663 2.659 -5.954 -0.36
O -4.489 3.375 -5.422 0.07
O -3.534 2.564 -7.164 0.06
H -3.686 2.565 -3.299 0.13
H -1.773 0.961 -6.774 0.13
H -0.320 -0.073 -2.882 0.12
O 0.249 -0.242 9.299 -0.35
S 0.653 -0.704 7.990 0.60
O 1.766 -1.625 7.983 -0.34
N 0.882 0.550 6.968 -0.13
C -0.004 0.542 5.989 -0.89
S -0.204 1.760 4.857 0.57
C -0.933 -0.627 5.996 -0.24
C -1.916 -0.947 5.072 -0.03
C -2.734 -2.036 5.346 -0.08
C -2.565 -2.795 6.501 -0.10
C -1.547 -2.499 7.400 -0.06
C -0.746 -1.413 7.120 -0.22
H -2.025 -0.357 4.171 0.08
H -3.525 -2.291 4.651 0.09
H -3.226 -3.631 6.700 0.09
H -1.388 -3.098 8.288 0.11
O -2.219 -0.100 1.661 0.06
C -2.274 -0.986 0.796 -0.49
C -3.371 -2.003 0.589 -0.06
C -2.896 -2.745 -0.661 -0.07
C -1.555 -2.080 -1.013 -0.45
O -0.885 -2.348 -1.992 0.05
N -1.278 -1.125 -0.079 0.14
H -4.321 -1.489 0.452 0.12
H -3.438 -2.640 1.472 0.12
H -3.563 -2.611 -1.513 0.12
H -2.741 -3.812 -0.506 0.11
```


[2]
A molecular structure, C34H26ClN2O4PSeSr. Source: OMol25; level of theory: ωB97M-V/def2-TZVPD.

As for the total charge: 0. For the total energy, the calculation gives -134844.92718 eV. Its LUMO energy is -1.3 eV.

The geometry in XYZ format:
```
70
Properties=species:S:1:pos:R:3:nbo_charge:R:1
Sr -0.622 1.309 0.869 1.80
O -0.911 -1.261 0.467 -0.76
C -0.207 -0.856 -0.480 0.07
C 0.200 -1.793 -1.553 -0.16
C -0.776 -2.521 -2.231 -0.20
C -0.436 -3.321 -3.311 -0.18
C 0.889 -3.417 -3.716 -0.22
C 1.865 -2.705 -3.036 -0.19
C 1.540 -1.881 -1.959 -0.34
P 2.960 -1.071 -1.141 0.84
C 2.950 -1.763 0.571 -0.34
C 2.011 -2.692 1.025 -0.14
C 2.116 -3.238 2.296 -0.23
C 3.145 -2.853 3.145 -0.22
C 4.088 -1.933 2.703 -0.21
C 3.999 -1.414 1.419 -0.23
C 2.331 0.648 -0.855 -0.29
C 1.658 1.314 -1.879 -0.20
C 1.197 2.609 -1.710 -0.22
C 1.434 3.292 -0.517 -0.24
C 2.150 2.659 0.491 -0.30
C 2.591 1.347 0.322 -0.20
H -1.806 -2.440 -1.905 0.22
H -1.207 -3.873 -3.835 0.21
H 1.162 -4.045 -4.555 0.21
H 2.902 -2.781 -3.346 0.22
H 1.187 -2.996 0.395 0.22
H 1.381 -3.962 2.627 0.22
H 3.219 -3.274 4.140 0.22
H 4.901 -1.634 3.352 0.22
H 4.767 -0.729 1.071 0.22
H 1.445 0.786 -2.801 0.23
H 0.641 3.092 -2.503 0.23
H 1.055 4.295 -0.380 0.24
H 2.378 3.190 1.410 0.22
H 3.129 0.862 1.130 0.21
C -2.216 4.292 -3.074 -0.64
C -2.675 2.859 -3.022 -0.06
C -2.053 1.910 -3.830 -0.23
C -2.485 0.598 -3.852 -0.03
Cl -1.713 -0.540 -4.919 -0.01
C -3.539 0.186 -3.053 -0.25
C -4.156 1.115 -2.236 -0.16
C -3.741 2.440 -2.224 0.27
O -4.459 3.299 -1.423 -0.51
C -3.728 4.020 -0.444 -0.17
C -2.690 3.160 0.260 0.74
O -3.007 2.008 0.645 -0.80
O -1.533 3.643 0.401 -0.82
H -1.612 4.457 -3.965 0.22
H -1.615 4.557 -2.200 0.23
H -3.068 4.970 -3.110 0.23
H -1.237 2.213 -4.475 0.22
H -3.866 -0.845 -3.071 0.23
H -4.967 0.829 -1.580 0.23
H -4.456 4.354 0.297 0.21
H -3.233 4.893 -0.863 0.19
Se 2.028 0.984 3.860 0.98
N 0.715 0.152 3.006 -0.76
C 0.335 -0.861 3.772 0.20
C -0.715 -1.787 3.465 -0.24
C -0.984 -2.764 4.360 -0.18
C -0.250 -2.907 5.588 -0.20
C 0.748 -2.060 5.921 -0.21
C 1.065 -0.992 5.020 0.08
N 1.992 -0.084 5.254 -0.59
H -1.234 -1.702 2.522 0.27
H -1.773 -3.475 4.146 0.22
H -0.512 -3.716 6.258 0.22
H 1.305 -2.155 6.844 0.23
```


[3]
A molecular structure, C34H27Br5CdN7O3 at a distorted geometry. Source: OMol25; level of theory: ωB97M-V/def2-TZVPD.

As for the total charge: -1. For the total energy, the calculation gives -407045.07288 eV. Its LUMO energy (spin up / spin down) is 1.1 / 1.1 eV.

The geometry in XYZ format:
```
77
Properties=species:S:1:pos:R:3:lowdin_charge:R:1
Cd -1.095 -0.046 -2.026 1.44
Br -4.421 2.005 -7.975 0.62
C -3.696 2.066 -6.200 -0.78
C -4.441 2.818 -5.271 -0.80
Br -5.475 4.337 -5.853 0.60
C -4.396 2.622 -3.922 -0.75
Br -5.920 2.889 -2.929 0.71
C -3.353 1.680 -3.449 -0.44
O -3.284 1.107 -2.317 -0.20
C -2.215 1.442 -4.395 -0.48
O -1.135 1.066 -3.865 -0.22
C -2.591 1.398 -5.758 -0.73
Br -1.664 0.270 -6.882 0.74
N -1.400 -1.458 -0.304 -0.06
C -2.240 -2.659 -0.542 -0.25
C -3.425 -2.429 -1.482 -0.19
C -3.114 -2.371 -2.990 -0.29
N -1.701 -2.192 -3.214 -0.05
H -0.422 -1.739 -0.157 0.05
H -1.716 -0.900 0.494 0.06
H -2.615 -2.877 0.489 0.12
H -1.580 -3.428 -0.954 0.10
H -4.006 -1.490 -1.213 0.13
H -4.090 -3.286 -1.399 0.10
H -3.707 -1.523 -3.420 0.12
H -3.464 -3.284 -3.506 0.11
H -1.429 -2.127 -4.194 0.08
H -1.209 -3.016 -2.816 0.07
Br 4.445 0.244 7.402 0.69
C 5.267 -0.488 5.867 -0.72
C 5.945 0.365 4.953 -0.13
C 6.174 -0.076 3.651 -0.06
C 5.713 -1.348 3.250 -0.28
C 5.419 -2.342 4.292 -0.03
C 5.223 -1.867 5.561 -0.17
N 5.208 -1.585 2.003 0.03
N 5.270 -0.463 1.293 0.08
C 4.266 -0.364 0.346 -0.26
C 3.960 0.952 -0.063 -0.02
C 2.793 1.263 -0.740 -0.01
C 1.900 0.232 -1.230 -0.33
O 1.024 0.566 -2.103 -0.15
C 2.237 -1.173 -0.883 -0.15
N 1.442 -2.152 -1.312 0.08
C 1.763 -3.412 -1.070 -0.15
C 3.028 -3.765 -0.573 -0.05
C 3.898 -2.742 -0.251 -0.02
C 3.513 -1.409 -0.259 -0.10
H 6.150 1.430 5.271 0.11
H 6.667 0.556 2.915 0.10
H 5.171 -3.362 3.969 0.11
H 5.147 -2.562 6.424 0.11
H 4.671 1.711 0.338 0.12
H 2.518 2.265 -1.058 0.11
H 1.084 -4.204 -1.374 0.09
H 3.286 -4.806 -0.487 0.09
H 4.838 -2.942 0.232 0.09
C -2.392 4.344 -0.707 -0.02
C -3.041 4.542 0.510 -0.07
C -2.922 3.624 1.546 -0.01
C -2.162 2.469 1.307 -0.22
N -1.660 2.197 0.099 0.10
C -1.754 3.102 -0.827 -0.15
C -1.779 1.501 2.357 -0.22
C -2.443 1.424 3.608 -0.03
C -1.987 0.592 4.619 -0.09
C -0.803 -0.143 4.424 -0.06
C -0.215 -0.052 3.150 -0.14
N -0.733 0.689 2.177 0.09
H -2.420 5.097 -1.473 0.11
H -3.586 5.467 0.648 0.10
H -3.376 3.786 2.513 0.10
H -1.296 2.828 -1.782 0.10
H -3.377 2.015 3.799 0.11
H -2.537 0.558 5.589 0.11
H -0.358 -0.764 5.209 0.10
H 0.624 -0.673 2.918 0.10
```


Copy entry 2 word for word.
A molecular structure, C34H26ClN2O4PSeSr. Source: OMol25; level of theory: ωB97M-V/def2-TZVPD.

As for the total charge: 0. For the total energy, the calculation gives -134844.92718 eV. Its LUMO energy is -1.3 eV.

The geometry in XYZ format:
```
70
Properties=species:S:1:pos:R:3:nbo_charge:R:1
Sr -0.622 1.309 0.869 1.80
O -0.911 -1.261 0.467 -0.76
C -0.207 -0.856 -0.480 0.07
C 0.200 -1.793 -1.553 -0.16
C -0.776 -2.521 -2.231 -0.20
C -0.436 -3.321 -3.311 -0.18
C 0.889 -3.417 -3.716 -0.22
C 1.865 -2.705 -3.036 -0.19
C 1.540 -1.881 -1.959 -0.34
P 2.960 -1.071 -1.141 0.84
C 2.950 -1.763 0.571 -0.34
C 2.011 -2.692 1.025 -0.14
C 2.116 -3.238 2.296 -0.23
C 3.145 -2.853 3.145 -0.22
C 4.088 -1.933 2.703 -0.21
C 3.999 -1.414 1.419 -0.23
C 2.331 0.648 -0.855 -0.29
C 1.658 1.314 -1.879 -0.20
C 1.197 2.609 -1.710 -0.22
C 1.434 3.292 -0.517 -0.24
C 2.150 2.659 0.491 -0.30
C 2.591 1.347 0.322 -0.20
H -1.806 -2.440 -1.905 0.22
H -1.207 -3.873 -3.835 0.21
H 1.162 -4.045 -4.555 0.21
H 2.902 -2.781 -3.346 0.22
H 1.187 -2.996 0.395 0.22
H 1.381 -3.962 2.627 0.22
H 3.219 -3.274 4.140 0.22
H 4.901 -1.634 3.352 0.22
H 4.767 -0.729 1.071 0.22
H 1.445 0.786 -2.801 0.23
H 0.641 3.092 -2.503 0.23
H 1.055 4.295 -0.380 0.24
H 2.378 3.190 1.410 0.22
H 3.129 0.862 1.130 0.21
C -2.216 4.292 -3.074 -0.64
C -2.675 2.859 -3.022 -0.06
C -2.053 1.910 -3.830 -0.23
C -2.485 0.598 -3.852 -0.03
Cl -1.713 -0.540 -4.919 -0.01
C -3.539 0.186 -3.053 -0.25
C -4.156 1.115 -2.236 -0.16
C -3.741 2.440 -2.224 0.27
O -4.459 3.299 -1.423 -0.51
C -3.728 4.020 -0.444 -0.17
C -2.690 3.160 0.260 0.74
O -3.007 2.008 0.645 -0.80
O -1.533 3.643 0.401 -0.82
H -1.612 4.457 -3.965 0.22
H -1.615 4.557 -2.200 0.23
H -3.068 4.970 -3.110 0.23
H -1.237 2.213 -4.475 0.22
H -3.866 -0.845 -3.071 0.23
H -4.967 0.829 -1.580 0.23
H -4.456 4.354 0.297 0.21
H -3.233 4.893 -0.863 0.19
Se 2.028 0.984 3.860 0.98
N 0.715 0.152 3.006 -0.76
C 0.335 -0.861 3.772 0.20
C -0.715 -1.787 3.465 -0.24
C -0.984 -2.764 4.360 -0.18
C -0.250 -2.907 5.588 -0.20
C 0.748 -2.060 5.921 -0.21
C 1.065 -0.992 5.020 0.08
N 1.992 -0.084 5.254 -0.59
H -1.234 -1.702 2.522 0.27
H -1.773 -3.475 4.146 0.22
H -0.512 -3.716 6.258 0.22
H 1.305 -2.155 6.844 0.23
```